No. 1
126
Properties=species:S:1:pos:R:3 method="wB97M-V/def2-TZVPD" s_squared=2.036 gap_ev="6.84 / 4.74" e_above_lowest_kj_mol=85.6 multiplicity=3
Ti 0.1756 -0.7399 0.7652
C 1.8711 -0.2981 -2.9120
H -1.6381 -5.0796 -1.4960
Cl -4.3897 -5.8300 -1.7129
C -2.2568 -4.3058 -1.0624
H -3.0688 2.6451 5.4864
O -2.7789 1.1088 -5.3678
H -3.0660 2.5507 -3.5385
Si -2.9662 1.6215 3.2042
H -1.0164 -1.8100 -6.8465
H -2.1531 3.5703 -1.4286
H -0.6698 -2.5800 -3.9954
H -1.3621 1.9013 6.6804
C -1.5939 -3.1260 -4.2028
H -2.8579 3.8982 4.2579
C -2.8172 -2.2427 -4.0012
H 4.5010 0.4140 -3.1738
C 2.2384 1.3649 5.0565
C 2.0916 3.6650 1.7541
H -5.4943 -3.4918 -0.5054
C -1.1314 1.7658 -0.8976
H 2.7451 3.2836 2.5445
H 4.7951 2.1118 -2.8719
H 1.3457 -2.8009 4.1326
N -2.8028 -1.0783 -4.8781
C 2.4888 -2.1232 2.4209
O 1.5041 -1.2992 1.9310
C 6.5881 0.9380 -3.1183
C -0.1049 -0.6888 5.6292
H -0.6731 2.1784 -0.0098
H -1.5422 -3.4796 -5.2345
H 0.1028 0.1526 -4.9456
H -0.1500 -1.3921 4.7973
H -0.3635 4.3940 0.0083
H -1.7770 4.4273 1.0787
H -0.3649 3.2517 6.1207
C -3.4966 -0.0487 3.8672
Si 0.3202 3.7968 2.3393
H 5.7364 1.5205 -0.6153
H 0.6970 1.5334 -2.9005
C 5.1545 1.1046 -2.6316
H 2.6984 1.0671 4.1138
H -1.6318 -4.0026 -3.5587
C -3.0634 -1.3301 -6.3007
H 3.2230 2.0729 -0.9809
C 1.5236 -4.8998 2.2942
C -0.3489 2.1993 6.4037
C -3.8229 2.0888 1.6052
Ge 2.2514 -0.3060 -0.9473
H 1.1737 2.9768 -5.4964
H -3.1804 -0.1443 4.9098
H -3.4524 -2.3461 -6.3752
C -3.3510 2.9479 4.4765
C 3.8799 -1.5423 2.1450
H 1.0894 -1.0439 -3.0979
O -1.8165 -1.1453 0.7048
C -2.6187 0.2203 -4.5382
H -0.4542 2.5849 -4.9308
S 2.2593 -6.4531 2.4408
C 0.2545 4.8560 3.8856
H 4.1257 -1.5521 1.0836
C 0.9080 0.8990 -4.9419
H -4.4316 3.1294 4.4738
H 0.5391 5.8736 3.5945
C -2.4608 1.9799 -2.8480
Sb -0.4707 1.3901 2.7453
H 6.6716 1.0960 -4.1957
H -3.7253 -2.8084 -4.2259
C 2.3356 -2.4221 3.9034
H 2.7497 0.8415 5.8705
Si 0.3851 1.0488 5.1149
S -0.4308 -6.2918 3.4411
H 4.6461 -2.0871 2.6982
H -1.0413 -1.0589 -2.4707
H 2.1762 2.9895 0.9011
C 3.6049 1.1186 -0.5958
C 0.9198 -7.3251 3.1354
H 7.2575 1.6475 -2.6249
H 3.0838 -3.1461 4.2295
C -1.8284 -1.1578 -7.1731
H 3.1451 -1.6042 -0.8587
N -0.8400 0.4975 -1.1681
H -1.1000 -0.6534 6.0813
H -0.7381 4.9043 4.3382
H -3.8470 -0.6500 -6.6311
C -1.9469 2.5429 -1.6988
H 0.0522 2.1020 -6.5460
H 2.4930 -1.4978 4.4548
Cl 0.0239 -2.8954 -0.6510
H -2.9266 -1.9212 -2.9675
C -3.8156 -2.2964 0.0569
H 0.9648 4.5213 4.6450
C -4.4163 -3.4111 -0.4974
H 5.3195 -0.1565 -0.9052
C -2.4141 -2.1410 0.1175
H 2.7528 -0.6790 -3.4376
H -3.4879 1.4927 0.7573
H 0.2767 2.1054 7.2999
H 3.6446 1.2379 0.4909
C -1.3505 -0.0433 -2.2765
C -0.7099 4.6504 1.0140
H 2.3075 1.7228 -3.5326
H -4.5850 -0.1522 3.8328
C 0.3925 2.2114 -5.5139
H -0.5867 5.7317 1.1320
S -0.8087 -3.4753 2.7354
H -3.6410 3.1458 1.3884
H 2.4701 4.6454 1.4468
H -3.0652 -0.8723 3.2959
H 3.8703 -0.5029 2.4770
S 1.0113 -8.9016 3.5231
H 0.5854 -1.0862 6.3795
H -2.0660 -1.4019 -8.2107
H -1.4795 -0.1264 -7.1358
C 5.0153 0.8730 -1.1316
Cl -4.8129 -1.0278 0.6774
C 1.4521 1.0353 -3.5215
H 1.6922 0.4848 -5.5853
C 0.1972 -4.7919 2.7671
H 6.9602 -0.0672 -2.9017
S 2.5405 -3.7620 1.4819
H -4.9050 1.9568 1.7045
C -3.6332 -4.4197 -1.0358
C -2.1608 0.6582 -3.1620
H 2.4212 2.4361 5.1927
C -1.6984 -3.1676 -0.5174

No. 2
62
Properties=species:S:1:pos:R:3 method="wB97M-V/def2-TZVPD" smiles="CC(C)(C)NC(=O)[C@H](c1ccncc1)N(Cc1cccs1)C(=O)Cn1nnc(-c2ccc(F)cc2)n1" gap_ev=9.08 multiplicity=1
H 0.2172 3.7650 -0.4490
C 0.4019 -0.0373 2.9573
C -1.3815 -1.2814 1.5550
H 3.4901 1.8071 4.8446
C 1.4826 0.1572 5.7898
H -1.7284 0.7135 -5.6312
H 1.6485 2.8709 6.2754
N -1.2607 1.8878 -3.4206
H 2.1460 -0.1381 -4.0644
C 2.7311 1.5526 4.1104
H -0.9422 -4.5963 1.0881
C -3.3464 -2.4637 0.8728
C 0.4885 2.7100 -0.5472
C -0.7176 -2.5016 1.5176
H 0.5201 -0.0148 6.2660
H 2.2187 0.3824 6.5563
H 0.3203 -2.5809 1.7949
H -1.4931 0.7250 2.2337
H 2.5681 -1.7086 -5.9534
C 0.6887 -0.2016 -0.1368
H -0.2742 1.7617 3.5736
H -4.3957 -2.4938 0.6103
C 1.6379 -1.1694 -5.8709
H -0.9543 -3.2012 -3.6921
O -0.6556 2.6738 1.5437
N 0.7422 1.4693 -2.6074
H -2.0414 0.1042 -1.1429
C -0.1441 2.0022 0.6642
H 1.1966 -0.9330 0.5013
H 1.7809 -0.7484 5.2702
C 0.9260 2.5895 5.5144
F 0.8761 -2.2054 -7.8417
C -1.8556 -1.5439 -2.5802
H 0.8318 3.4117 4.8077
O 1.2437 -0.9146 2.9621
C -0.9038 -2.4344 -2.9460
C -0.5634 -0.6865 -6.7646
S 0.5464 -2.2339 -2.0448
C -0.7182 0.0285 1.8952
C -2.7388 -1.2761 1.2432
C 0.1852 0.3791 -4.7453
N -1.1670 2.4895 -2.2932
C -0.1439 -0.9150 -1.1592
H 2.6499 2.3671 3.3929
C 1.4005 -0.2977 -4.8273
H -0.0363 2.4296 5.9957
H -1.3052 -0.8574 -7.5285
N 0.0243 2.2331 -1.8111
H -3.3084 -0.3591 1.2760
C 1.3842 1.3194 4.8008
N -2.7067 -3.6183 0.8094
C -1.4283 -3.6311 1.1382
H 1.4675 0.3767 -0.6425
C -0.0891 1.2465 -3.6222
H -2.8344 -1.4964 -3.0206
H 3.0385 0.6511 3.5877
C -1.4207 -0.6720 -1.5552
C -0.7940 0.1821 -5.7169
H 1.5762 2.6065 -0.5195
C 0.6500 -1.3509 -6.8237
N -0.0968 0.6594 0.7185
N 0.3661 1.0102 3.7914

No. 3
6
Properties=species:S:1:pos:R:3 method="wB97M-V/def2-TZVPD" gap_ev=7.45 e_above_lowest_kj_mol=400.6 multiplicity=1
Cl 0.0734 -0.0415 2.7404
C 0.1942 -0.2391 -1.4096
O 0.9550 -0.5931 -2.2351
H -1.5052 0.2732 -0.0527
C 0.7285 0.3605 1.3953
C -0.4459 0.2400 -0.4383

no.,E_tot (eV)
1,-252219.69444
2,-54425.81281
3,-17690.10673